Record 1
A structure of composition C26H39BrN3O2PdS2Si at a distorted geometry. Source: the OMol25 dataset; level of theory: ωB97M-V/def2-TZVPD.

```
75
Properties=species:S:1:pos:R:3:mulliken_charge:R:1
Pd -0.811 0.695 -0.323 -0.417
S -3.029 -0.163 -0.866 -0.452
C -2.675 -1.712 -0.158 0.031
N -1.758 -2.098 0.699 0.034
C -1.718 -3.460 0.827 -0.420
C -0.748 -4.186 1.558 -0.106
C -0.799 -5.563 1.550 -0.603
C -1.782 -6.261 0.803 -0.389
C -2.718 -5.556 0.095 -0.563
C -2.651 -4.157 0.036 0.465
S -3.658 -3.073 -0.850 -0.257
H 0.020 -3.632 2.111 0.346
H -0.121 -6.159 2.168 0.350
H -1.808 -7.366 0.796 0.313
H -3.435 -6.073 -0.525 0.347
O -1.525 -1.263 -7.920 -0.581
C -2.230 -1.230 -6.754 -0.396
N -1.408 -1.250 -5.557 -0.090
C -0.065 -1.214 -5.507 0.758
O 0.624 -1.128 -6.560 -0.854
C 0.600 -1.319 -4.216 0.632
C 2.000 -1.472 -4.144 -0.470
C 2.504 -1.782 -2.885 -0.586
C 1.620 -1.859 -1.800 -0.457
N 0.319 -1.540 -1.870 0.161
C -0.168 -1.209 -3.063 -0.704
H -0.580 -1.143 -7.610 0.493
H -2.948 -2.075 -6.678 0.277
H -2.834 -0.300 -6.699 0.273
H -1.941 -1.250 -4.683 0.086
H 2.607 -1.359 -5.032 0.476
H 3.564 -1.934 -2.671 0.401
H 1.953 -2.200 -0.819 0.437
H -1.180 -0.850 -2.999 0.116
C -1.174 4.235 1.069 -2.008
C -0.657 3.380 2.224 2.549
C -1.944 2.998 2.977 -2.164
C 0.234 4.193 3.174 -1.567
Si 0.253 1.780 1.502 0.669
Br -0.715 2.650 -1.772 -0.744
C 2.010 2.216 0.724 2.946
C 1.993 3.587 0.031 -1.803
C 3.146 2.230 1.781 -2.018
C 2.363 1.192 -0.358 -1.880
C 0.503 0.483 2.894 2.263
C -0.847 -0.136 3.234 -1.479
C 1.271 -0.718 2.263 -1.261
C 1.202 0.961 4.186 -1.971
H -1.678 5.114 1.499 0.617
H -1.927 3.742 0.442 0.229
H -0.420 4.629 0.385 0.365
H -2.482 3.926 3.221 0.586
H -1.782 2.485 3.957 0.317
H -2.630 2.399 2.352 0.349
H -0.199 5.202 3.323 0.508
H 1.259 4.347 2.748 0.219
H 0.384 3.691 4.135 0.251
H 1.800 4.388 0.743 0.359
H 1.219 3.623 -0.764 0.094
H 2.955 3.758 -0.467 0.576
H 2.906 2.790 2.681 0.321
H 4.026 2.709 1.343 0.542
H 3.379 1.233 2.176 0.340
H 1.621 1.205 -1.194 0.094
H 2.453 0.163 -0.050 0.198
H 3.353 1.500 -0.819 0.479
H -1.288 -0.634 2.360 -0.108
H -1.560 0.600 3.593 0.214
H -0.722 -0.885 4.033 0.472
H 0.733 -1.085 1.380 -0.196
H 1.319 -1.548 2.997 0.649
H 2.298 -0.477 1.942 0.199
H 0.535 1.549 4.806 0.357
H 2.105 1.545 4.025 0.263
H 1.484 0.122 4.770 0.522
```

Output
Total charge: -1
Frontier orbital gap, eV: 6.57
Spin multiplicity: 1
Highest occupied orbital energy, Eh: -0.1612

=====

Record 2
An isolated molecule of C6H12NPS at a distorted geometry. Source: the OMol25 dataset; level of theory: ωB97M-V/def2-TZVPD.

```
21
Properties=species:S:1:pos:R:3:nbo_charge:R:1
C 0.629 -2.503 0.652 -0.430
N 0.903 -1.220 0.057 -0.628
C 1.547 -1.300 -1.221 -0.425
P -0.853 -0.152 0.071 1.338
S -2.477 -1.208 0.058 -0.542
C -0.637 1.062 -1.246 -0.586
C -0.656 2.295 -0.756 -0.105
C -0.757 2.465 0.728 -0.446
C -0.644 1.094 1.411 -0.759
H -0.011 -2.363 1.523 0.208
H 0.138 -3.208 -0.032 0.177
H 1.577 -2.937 0.982 0.195
H 1.678 -0.299 -1.627 0.203
H 2.537 -1.733 -1.057 0.200
H 1.023 -1.927 -1.953 0.168
H -0.614 0.788 -2.287 0.247
H -0.607 3.179 -1.375 0.215
H 0.028 3.141 1.081 0.227
H -1.716 2.939 0.955 0.229
H 0.331 0.949 1.873 0.258
H -1.418 0.939 2.162 0.255
```

Output
Structure (SMILES): CN(C)[P@]1(=S)C=CCC1
Frontier orbital gap, eV: 9.13
Spin multiplicity: 1
Highest occupied orbital energy, Eh: -0.3054

=====

Please write out number 1 again, unchanged.
A structure of composition C26H39BrN3O2PdS2Si at a distorted geometry. Source: the OMol25 dataset; level of theory: ωB97M-V/def2-TZVPD.

```
75
Properties=species:S:1:pos:R:3:mulliken_charge:R:1
Pd -0.811 0.695 -0.323 -0.417
S -3.029 -0.163 -0.866 -0.452
C -2.675 -1.712 -0.158 0.031
N -1.758 -2.098 0.699 0.034
C -1.718 -3.460 0.827 -0.420
C -0.748 -4.186 1.558 -0.106
C -0.799 -5.563 1.550 -0.603
C -1.782 -6.261 0.803 -0.389
C -2.718 -5.556 0.095 -0.563
C -2.651 -4.157 0.036 0.465
S -3.658 -3.073 -0.850 -0.257
H 0.020 -3.632 2.111 0.346
H -0.121 -6.159 2.168 0.350
H -1.808 -7.366 0.796 0.313
H -3.435 -6.073 -0.525 0.347
O -1.525 -1.263 -7.920 -0.581
C -2.230 -1.230 -6.754 -0.396
N -1.408 -1.250 -5.557 -0.090
C -0.065 -1.214 -5.507 0.758
O 0.624 -1.128 -6.560 -0.854
C 0.600 -1.319 -4.216 0.632
C 2.000 -1.472 -4.144 -0.470
C 2.504 -1.782 -2.885 -0.586
C 1.620 -1.859 -1.800 -0.457
N 0.319 -1.540 -1.870 0.161
C -0.168 -1.209 -3.063 -0.704
H -0.580 -1.143 -7.610 0.493
H -2.948 -2.075 -6.678 0.277
H -2.834 -0.300 -6.699 0.273
H -1.941 -1.250 -4.683 0.086
H 2.607 -1.359 -5.032 0.476
H 3.564 -1.934 -2.671 0.401
H 1.953 -2.200 -0.819 0.437
H -1.180 -0.850 -2.999 0.116
C -1.174 4.235 1.069 -2.008
C -0.657 3.380 2.224 2.549
C -1.944 2.998 2.977 -2.164
C 0.234 4.193 3.174 -1.567
Si 0.253 1.780 1.502 0.669
Br -0.715 2.650 -1.772 -0.744
C 2.010 2.216 0.724 2.946
C 1.993 3.587 0.031 -1.803
C 3.146 2.230 1.781 -2.018
C 2.363 1.192 -0.358 -1.880
C 0.503 0.483 2.894 2.263
C -0.847 -0.136 3.234 -1.479
C 1.271 -0.718 2.263 -1.261
C 1.202 0.961 4.186 -1.971
H -1.678 5.114 1.499 0.617
H -1.927 3.742 0.442 0.229
H -0.420 4.629 0.385 0.365
H -2.482 3.926 3.221 0.586
H -1.782 2.485 3.957 0.317
H -2.630 2.399 2.352 0.349
H -0.199 5.202 3.323 0.508
H 1.259 4.347 2.748 0.219
H 0.384 3.691 4.135 0.251
H 1.800 4.388 0.743 0.359
H 1.219 3.623 -0.764 0.094
H 2.955 3.758 -0.467 0.576
H 2.906 2.790 2.681 0.321
H 4.026 2.709 1.343 0.542
H 3.379 1.233 2.176 0.340
H 1.621 1.205 -1.194 0.094
H 2.453 0.163 -0.050 0.198
H 3.353 1.500 -0.819 0.479
H -1.288 -0.634 2.360 -0.108
H -1.560 0.600 3.593 0.214
H -0.722 -0.885 4.033 0.472
H 0.733 -1.085 1.380 -0.196
H 1.319 -1.548 2.997 0.649
H 2.298 -0.477 1.942 0.199
H 0.535 1.549 4.806 0.357
H 2.105 1.545 4.025 0.263
H 1.484 0.122 4.770 0.522
```

Output
Total charge: -1
Frontier orbital gap, eV: 6.57
Spin multiplicity: 1
Highest occupied orbital energy, Eh: -0.1612

=====

Which value of spin multiplicity does entry 2 give?
1